The following is a quantum chemistry calculation of C4H8O2 as an isolated structure, from the Open Molecules 2025 dataset.

Results
HOMO (alpha / beta) (eV): -6.90 / -6.90
LUMO energy (alpha / beta) (Eh): 0.02580 / 0.02580
Gap between HOMO and LUMO (alpha / beta) (eV): 7.60 / 7.60

Last column: natural (NBO) charge in e.
Element x y z (Å)
C: 1.3493 0.5789 -0.0506  -0.6696
C: 0.3767 -0.9113 -0.0485  0.2071
O: 0.4946 -1.4864 1.1639  -0.6804
C: -1.0455 -0.9019 -0.5421  -0.1603
O: -1.1575 0.3510 -1.1823  -0.4891
C: -0.5053 1.0915 -0.2450  0.0306
H: 1.6756 0.8090 -1.0654  0.2351
H: 2.1647 0.0169 0.4244  0.2503
H: 1.3586 1.5129 0.5641  0.1686
H: -0.3640 -1.5166 1.6330  0.4409
H: -1.7970 -0.9565 0.2969  0.1029
H: -1.2635 -1.7147 -1.2438  0.2117
H: -0.9603 1.0938 0.7590  0.1532
H: -0.2730 2.0868 -0.6218  0.1991

Cartesian forces (eV/Å) of the 3 atoms listed first:
0.303 0.176 -0.081
-0.194 -0.120 -0.077
-0.143 0.022 0.139